{
  "formula": "C10H16N2O2",
  "method": "ωB97M-V/def2-TZVPD",
  "symbols": ["C", "C", "C", "C", "C", "C", "C", "C", "C", "C", "N", "N", "O", "O", "H", "H", "H", "H", "H", "H", "H", "H", "H", "H", "H", "H", "H", "H", "H", "H"],
  "xyz": [[3.67402, -1.27872, 0.81608], [3.95971, -2.53943, 0.39987], [4.25930, -1.09236, -1.30819], [3.82037, -0.28389, -0.23171], [-1.37842, 0.50569, 1.32361], [3.11563, 3.43070, 1.16260], [-6.22356, -1.44593, 0.01837], [-5.19507, -0.08843, -1.63305], [3.44072, 1.09496, -0.19748], [3.55452, 2.06602, 1.56124], [4.44151, -2.36299, -0.86351], [-6.44110, -0.64778, -1.20546], [-0.78261, -0.01513, 0.49393], [-2.07952, 0.82159, 2.18626], [3.41360, -0.95198, 1.74851], [3.86400, -3.42711, 0.91069], [4.46950, -0.90502, -2.29520], [3.56451, 3.74641, 0.25208], [2.03377, 3.53414, 0.88508], [3.18395, 4.24169, 1.94140], [-5.53304, -1.00289, 0.76033], [-7.19132, -1.49577, 0.45812], [-5.68437, -2.25634, -0.48381], [-4.47933, 0.32436, -0.86282], [-4.63807, -0.95420, -2.12687], [-5.28178, 0.57627, -2.50634], [3.47425, 1.73564, -1.12127], [3.11584, 1.61857, 2.42295], [4.54860, -3.05758, -1.60552], [-7.02561, 0.10952, -0.89990]],
  "e_above_lowest_kcal_mol": 153.0,
  "e_homo_ev": [-8.22, -6.92],
  "molar_mass_g_mol": 196.3,
  "lumo_energy_ha": [0.012, 0.011]
}

{
  "formula": "C10H16N2O5",
  "method": "ωB97M-V/def2-TZVPD",
  "symbols": ["O", "C", "O", "C", "C", "C", "N", "C", "O", "C", "C", "C", "C", "N", "C", "O", "O", "H", "H", "H", "H", "H", "H", "H", "H", "H", "H", "H", "H", "H", "H", "H", "H"],
  "xyz": [[-0.02762, 2.80450, -1.07683], [-0.29459, 2.42181, 0.04924], [0.65339, 1.75021, 0.81797], [-1.77660, 2.46157, 0.45883], [-2.36242, 1.25701, -0.28873], [-2.04022, -0.14689, 0.25453], [-0.70464, -0.50978, -0.18187], [0.17183, -0.81415, 0.84630], [-0.11808, -0.46119, 2.05100], [1.35977, -1.49212, 0.29325], [2.79691, -1.19040, 0.89794], [3.38573, -0.18223, -0.19806], [2.43675, -0.12088, -1.35603], [1.41939, -1.26141, -1.19565], [-3.03937, -1.19432, -0.33073], [-3.02292, -1.47542, -1.50666], [-3.86617, -1.64541, 0.58632], [0.33113, 1.24977, 1.53813], [-2.26523, 3.40416, -0.00526], [-1.93373, 2.55509, 1.59078], [-3.41810, 1.27773, -0.33779], [-1.95083, 1.15457, -1.30971], [-2.03730, -0.15125, 1.37795], [-0.73905, -1.14103, -1.00853], [1.29854, -2.58660, 0.18417], [3.23867, -2.11014, 1.26389], [2.57732, -0.66884, 1.90357], [4.39654, -0.59387, -0.39808], [3.56004, 0.82860, 0.26210], [3.06256, -0.25010, -2.33966], [1.91162, 0.81693, -1.34279], [1.77314, -2.01343, -1.77598], [-4.77647, -1.97248, 0.27636]],
  "e_above_lowest_kcal_mol": 60.8,
  "e_homo_ev": -9.35,
  "molar_mass_g_mol": 244.2,
  "lumo_energy_ha": 0.014
}

{
  "formula": "C10H16N2O7",
  "method": "ωB97M-V/def2-TZVPD",
  "symbols": ["N", "C", "C", "C", "C", "O", "O", "C", "O", "N", "C", "C", "C", "C", "O", "O", "C", "O", "O", "H", "H", "H", "H", "H", "H", "H", "H", "H", "H", "H", "H", "H", "H", "H", "H"],
  "xyz": [[2.16116, -1.02856, 1.96972], [1.45881, -0.00597, 1.15364], [2.30061, 1.22762, 0.79938], [3.53540, 1.06815, -0.08522], [3.49422, 0.01979, -1.09981], [2.67187, 0.06513, -1.99195], [4.48782, -0.87859, -1.16757], [0.97745, -0.74328, -0.19478], [1.35953, -1.83582, -0.50191], [0.05416, 0.00307, -0.85221], [-1.29720, 0.32582, -0.50569], [-1.89701, -0.43430, 0.67543], [-2.97441, -1.29633, 0.21522], [-4.20984, -0.68224, -0.38569], [-4.40275, 0.53475, -0.55824], [-4.99012, -1.61083, -0.86425], [-1.40989, 1.87794, -0.29723], [-0.49881, 2.66573, -0.46120], [-2.64787, 2.39211, -0.02080], [2.87802, -1.40233, 1.30437], [1.55527, -1.85327, 2.04824], [0.61466, 0.23541, 1.80807], [1.53381, 1.90027, 0.27531], [2.61738, 1.75972, 1.71095], [4.33692, 0.72039, 0.52058], [3.81301, 2.01021, -0.48994], [4.08517, -1.47775, -1.87292], [0.56540, 0.47191, -1.59871], [-1.78861, 0.07104, -1.47510], [-1.16300, -1.10417, 1.04361], [-2.18598, 0.24183, 1.49175], [-3.41007, -1.76642, 1.05322], [-2.45974, -2.07819, -0.42140], [-5.73906, -1.10245, -1.21952], [-3.42629, 1.70959, -0.00533]],
  "e_above_lowest_kcal_mol": 43.0,
  "e_homo_ev": -8.64,
  "molar_mass_g_mol": 276.2,
  "lumo_energy_ha": 0.008
}

{
  "formula": "C10H16N4P",
  "method": "ωB97M-V/def2-TZVPD",
  "symbols": ["C", "C", "C", "C", "N", "N", "C", "N", "C", "C", "C", "N", "C", "P", "C", "H", "H", "H", "H", "H", "H", "H", "H", "H", "H", "H", "H", "H", "H", "H", "H"],
  "xyz": [[3.69482, -1.72551, 0.41024], [2.52908, -0.71968, 0.16722], [2.82122, 0.61942, 0.32230], [1.79771, 1.47546, -0.00805], [1.94200, 2.91868, 0.32678], [0.59582, 1.13519, -0.39869], [0.28474, -0.16786, -0.48516], [-0.92568, -0.41862, -1.05900], [-1.83402, 0.68219, -1.20100], [-2.82733, 0.73829, 0.06230], [-3.25207, 2.11580, 0.18414], [-3.56398, 3.18056, 0.44228], [-4.00969, -0.21684, 0.24713], [-3.64988, -2.05100, 0.45082], [1.23092, -1.12276, -0.12577], [3.68275, -1.65367, 1.51106], [4.51564, -1.44984, -0.17793], [3.33723, -2.58561, -0.04024], [3.88848, 0.80926, 0.66010], [2.78032, 3.15101, 0.84426], [1.84524, 3.48982, -0.52124], [1.13746, 3.25340, 0.81862], [-1.22040, -1.24324, -1.57582], [-2.51527, 0.62147, -2.04312], [-1.38871, 1.72232, -1.17863], [-2.32821, 0.41984, 1.01035], [-4.67294, 0.06026, -0.46790], [-4.57154, -0.08602, 1.12302], [-2.28321, -2.06634, 0.50105], [-3.43035, -2.31570, -0.93732], [1.06342, -2.13648, -0.15373]],
  "e_homo_ev": -12.06,
  "molar_mass_g_mol": 223.2,
  "lumo_energy_ha": -0.124,
  "charge": 1
}

{
  "formula": "C10H16NOS2",
  "method": "ωB97M-V/def2-TZVPD",
  "symbols": ["C", "C", "C", "C", "O", "H", "H", "H", "H", "H", "H", "C", "C", "C", "N", "C", "S", "S", "C", "C", "H", "H", "H", "H", "H", "H", "H", "H", "H", "H"],
  "xyz": [[-2.73292, 2.35960, 5.47497], [-1.56783, 2.15587, 4.52398], [-1.80499, 2.53144, 3.09563], [-0.86335, 2.37449, 2.12452], [-0.47227, 1.75672, 4.92364], [-3.54205, 2.95978, 5.05119], [-3.12709, 1.36414, 5.72100], [-2.38259, 2.81334, 6.40444], [-2.78185, 2.98223, 2.85141], [-1.00823, 2.94639, 1.18262], [0.09974, 1.89852, 2.39170], [1.56767, -2.40051, -3.73454], [0.10736, -2.01502, -3.53808], [-0.07724, -0.76295, -2.67409], [0.69210, -0.84977, -1.42070], [0.40550, -0.04390, -0.35731], [-0.91064, 0.92956, 0.07863], [1.36454, 0.25133, 0.98533], [2.11975, -1.15488, -1.62211], [2.32518, -2.42986, -2.41626], [1.63706, -3.38126, -4.21457], [2.04686, -1.67836, -4.39581], [-0.36612, -1.84557, -4.51246], [-0.43690, -2.85853, -3.08644], [0.25811, 0.11784, -3.24833], [-1.12809, -0.61196, -2.41398], [2.59357, -0.30867, -2.14758], [2.57799, -1.24443, -0.63261], [2.00457, -3.29449, -1.81224], [3.40214, -2.56110, -2.58195]],
  "e_above_lowest_kcal_mol": 32.4,
  "e_homo_ev": -2.28,
  "molar_mass_g_mol": 230.4,
  "lumo_energy_ha": 0.117,
  "charge": -1
}

{
  "formula": "C10H16O",
  "method": "ωB97M-V/def2-TZVPD",
  "symbols": ["C", "C", "C", "C", "C", "O", "C", "C", "H", "H", "H", "H", "H", "H", "H", "H", "C", "C", "C", "H", "H", "H", "H", "H", "H", "H", "H"],
  "xyz": [[2.93100, -0.98466, 0.18585], [1.50588, -1.41532, 0.32480], [1.05693, -2.58277, -0.30626], [-0.27077, -2.92615, -0.22767], [-1.16504, -2.16271, 0.52187], [-2.47647, -2.52149, 0.66282], [-0.70870, -1.04161, 1.18275], [0.59331, -0.59940, 0.98231], [3.63122, -1.77446, 0.46822], [3.21418, -0.16154, 0.84433], [3.22410, -0.65792, -0.81359], [1.74825, -3.05342, -0.99637], [-0.70351, -3.73307, -0.80766], [-2.61377, -3.36742, 0.22040], [-1.40524, -0.45241, 1.76703], [0.96693, 0.34244, 1.34880], [-1.78310, 2.84091, 0.33751], [-1.09549, 2.71362, -1.02187], [0.18557, 1.89818, -0.93079], [-1.82429, 1.91902, 0.91098], [-2.78684, 3.26073, 0.29993], [-1.14155, 3.42842, 1.00319], [-1.79884, 2.29452, -1.74190], [-0.90882, 3.73504, -1.36359], [-0.05871, 0.85863, -1.14500], [0.89331, 2.25502, -1.67782], [0.79045, 1.88781, -0.02828]],
  "e_above_lowest_kcal_mol": 25.1,
  "e_homo_ev": -8.38,
  "molar_mass_g_mol": 152.2,
  "lumo_energy_ha": 0.032
}

{
  "formula": "C10H16O",
  "method": "ωB97M-V/def2-TZVPD",
  "symbols": ["C", "C", "C", "C", "C", "C", "C", "H", "H", "H", "H", "H", "H", "H", "H", "C", "C", "C", "O", "H", "H", "H", "H", "H", "H", "H", "H"],
  "xyz": [[2.53098, -0.55270, 1.88758], [1.40413, 0.37770, 1.50061], [0.37357, 0.64395, 2.40688], [-0.57789, 1.61040, 2.13299], [-0.49214, 2.37432, 0.97509], [0.51629, 2.12314, 0.05596], [1.51570, 1.20008, 0.39468], [2.33645, -0.98238, 2.87238], [3.48207, -0.05505, 1.73331], [2.57388, -1.43728, 1.23532], [0.23470, -0.05389, 3.23189], [-1.36022, 1.87452, 2.82794], [-1.05535, 3.28873, 0.82892], [0.61709, 2.66898, -0.87280], [2.34637, 1.13268, -0.28890], [-1.81183, -2.12984, -3.15976], [-0.89355, -1.76777, -2.01104], [-0.47731, -0.30512, -1.98960], [-1.51033, -2.11763, -0.76550], [-1.24082, -2.31042, -4.07111], [-2.62299, -1.40100, -3.25408], [-2.33541, -3.04369, -2.88626], [0.03140, -2.32463, -2.07186], [0.21775, -0.05251, -1.20125], [0.06180, 0.01047, -2.88544], [-1.37259, 0.30496, -1.91683], [-1.62374, -1.31744, -0.22506]],
  "e_above_lowest_kcal_mol": 27.3,
  "e_homo_ev": -9.19,
  "molar_mass_g_mol": 152.2,
  "lumo_energy_ha": 0.033
}

{
  "formula": "C10H16O",
  "method": "ωB97M-V/def2-TZVPD",
  "symbols": ["C", "C", "C", "C", "C", "C", "O", "C", "C", "H", "H", "H", "H", "H", "H", "H", "H", "H", "H", "C", "C", "H", "H", "H", "H", "H", "H"],
  "xyz": [[1.83446, 0.90270, 2.28403], [1.47165, -0.22716, 1.20078], [0.08658, -0.21675, 0.62585], [-0.24442, 0.87181, -0.22785], [-1.54909, 1.21521, -0.56517], [-2.48024, 0.42223, 0.00704], [-3.82276, 0.56030, -0.19429], [-2.18305, -0.66530, 0.80095], [-0.93975, -1.03594, 1.16659], [2.56762, 1.66186, 2.07732], [2.46911, 0.33849, 2.92072], [0.84693, 1.17949, 2.55284], [2.11893, -0.27015, 0.30074], [1.55764, -1.24034, 1.66808], [0.49317, 1.51422, -0.69097], [-1.74985, 2.16892, -1.00880], [-4.02354, 1.38558, 0.22463], [-3.10124, -1.15715, 1.09278], [-0.78366, -2.02201, 1.45648], [3.51430, -1.35103, -1.97341], [2.51925, -0.38677, -2.57818], [3.22940, -1.60241, -0.95838], [3.56097, -2.38279, -2.41508], [4.45683, -0.89614, -2.02186], [1.68408, -0.92469, -3.16889], [2.96058, 0.33054, -3.12682], [2.11692, 0.26021, -1.79221]],
  "e_above_lowest_kcal_mol": 68.0,
  "e_homo_ev": -8.51,
  "molar_mass_g_mol": 152.2,
  "lumo_energy_ha": 0.032
}